Run i
4
Properties=species:S:1:pos:R:3 method="wB97M-V/def2-TZVPD" orbital_gap_ev=8.0 e_homo_ev=-9.11 total_charge=0
I 1.65 -1.61 -0.36
Br 0.21 1.88 -0.39
P 0.02 -0.02 0.64
H -1.87 -0.26 0.12

---

Run ii
4
Properties=species:S:1:pos:R:3 method="wB97M-V/def2-TZVPD" orbital_gap_ev=9.1 e_homo_ev=-9.53 total_charge=0 smiles=BrPI
I 3.14 0.67 0.11
Br 1.24 -2.44 0.07
P 1.24 -0.50 -0.92
H 0.34 -0.17 0.32

---

Here is how they stack up, most stable first: run ii, run i.

---

Run i
13
Properties=species:S:1:pos:R:3 method="wB97M-V/def2-TZVPD" orbital_gap_ev=9.6 e_homo_ev=-9.16 total_charge=0
Br -0.77 -0.26 2.56
Br -1.71 -2.63 0.48
C 1.96 0.54 0.09
C -1.55 0.47 -1.08
C -0.43 -1.30 0.99
C 0.81 0.79 -0.52
C -0.43 0.13 -0.51
H 2.84 1.22 0.23
H -2.48 0.09 -0.97
H 2.14 -0.38 0.61
H 0.44 1.65 -1.16
H 0.68 -1.57 1.11
H -1.49 1.25 -1.81

---

Run ii
13
Properties=species:S:1:pos:R:3 method="wB97M-V/def2-TZVPD" orbital_gap_ev=10.1 e_homo_ev=-9.71 total_charge=0 smiles="Br[C@@H]1C=CC[C@H]1Br"
Br 1.83 -0.05 -1.82
Br -1.22 -2.31 0.84
C 0.35 -1.09 0.42
C 0.07 -0.45 -0.95
C -0.62 0.90 -0.69
C 0.34 0.12 1.35
C -0.17 1.19 0.70
H -0.12 2.14 1.10
H 0.47 0.02 2.38
H -1.66 0.90 -0.67
H -0.17 1.46 -1.61
H -0.47 -1.24 -1.50
H 1.37 -1.59 0.46

---

Here is how they stack up, most stable first: run ii, run i.

---

Run i
18
Properties=species:S:1:pos:R:3 method="wB97M-V/def2-TZVPD" orbital_gap_ev=8.8 e_homo_ev=-8.97 total_charge=0
S -1.86 1.05 -0.97
O 0.30 -1.17 -1.04
O -1.41 2.09 -0.06
O 0.90 0.02 -1.45
C -3.34 0.57 -0.10
C -1.13 -0.75 -0.57
C 2.24 0.14 -1.07
C -3.30 -0.68 0.37
C 2.32 0.01 0.52
C -2.12 -1.42 0.07
H 1.68 0.67 1.11
H 1.90 -0.97 0.76
H 3.21 0.04 1.03
H -1.93 -2.32 0.61
H 2.58 1.14 -1.29
H -4.16 -1.22 0.91
H 2.83 -0.52 -1.70
H -4.18 1.34 0.10

---

Run ii
18
Properties=species:S:1:pos:R:3 method="wB97M-V/def2-TZVPD" orbital_gap_ev=8.7 e_homo_ev=-8.76 total_charge=0
S -2.51 1.30 -0.85
O -1.84 -2.62 0.34
O -2.20 1.20 0.86
O 0.20 -1.70 -0.15
C 0.88 -0.33 -1.92
C -1.07 -1.74 0.17
C -1.29 0.49 0.15
C 0.87 -0.38 -0.39
C 0.14 0.79 0.34
C 0.39 0.77 1.84
H 1.53 0.37 -2.19
H 0.02 -0.07 2.34
H 1.93 -0.72 -0.16
H -0.14 0.08 -2.06
H 1.17 -1.24 -2.27
H -0.20 1.55 2.23
H 1.49 0.69 2.00
H 0.62 1.56 -0.27

---

Here is how they stack up, most stable first: run ii, run i.

---

Run i
14
Properties=species:S:1:pos:R:3 method="wB97M-V/def2-TZVPD" orbital_gap_ev=9.1 e_homo_ev=-8.57 total_charge=0 smiles="NNC(=O)NC(N)=S"
S -1.80 -1.10 2.29
O 0.29 -0.66 -1.74
N -1.35 -2.01 -0.16
N 1.44 2.12 0.18
N 1.22 1.19 -0.84
N -0.27 -0.10 0.40
C -1.12 -1.13 0.78
C 0.43 0.09 -0.80
H 1.88 1.74 1.05
H -0.15 0.56 1.13
H 1.63 1.32 -1.75
H -1.97 -2.77 0.11
H -0.89 -1.95 -1.08
H 0.66 2.68 0.42

---

Run ii
14
Properties=species:S:1:pos:R:3 method="wB97M-V/def2-TZVPD" orbital_gap_ev=9.7 e_homo_ev=-9.29 total_charge=0
S 0.31 1.24 -0.58
O -0.21 -1.03 0.78
N 0.63 0.74 -3.18
N -0.20 0.98 1.91
N -0.44 0.40 3.21
N 0.25 -1.17 -1.65
C 0.43 0.16 -2.07
C -0.12 0.22 0.86
H 0.96 0.00 -3.91
H -0.74 1.99 1.69
H 0.39 -0.21 3.31
H -1.27 -0.23 2.88
H 0.04 -1.79 -2.52
H -0.04 -1.32 -0.72

---

Here is how they stack up, most stable first: run i, run ii.

---

Run i
8
Properties=species:S:1:pos:R:3 method="wB97M-V/def2-TZVPD" orbital_gap_ev=9.6 e_homo_ev=-8.86 total_charge=0 smiles="S=c1[nH]nn[nH]1"
S 1.28 0.40 -2.02
N -1.36 -0.17 0.75
N -0.92 0.06 -0.49
N -0.38 -0.45 1.54
N 0.69 -0.23 0.76
C 0.54 0.18 -0.57
H 1.73 -0.24 1.21
H -1.58 0.46 -1.17

---

Run ii
8
Properties=species:S:1:pos:R:3 method="wB97M-V/def2-TZVPD" orbital_gap_ev=8.0 e_homo_ev=-9.32 total_charge=0 smiles="C1N=NN=NS1"
S 2.03 0.10 -0.37
N 2.35 1.28 0.66
N 0.99 0.46 2.21
N 1.68 1.47 1.88
N 0.43 -0.38 1.50
C 0.18 -0.13 0.12
H -0.23 -1.11 -0.40
H -0.30 0.79 0.02

---

Run iii
8
Properties=species:S:1:pos:R:3 method="wB97M-V/def2-TZVPD" orbital_gap_ev=10.1 e_homo_ev=-9.33 total_charge=0 smiles=Sc1nn[nH]n1
S 1.93 -0.05 -0.05
N -1.63 0.67 0.04
N -1.82 -0.61 -0.10
N -0.38 1.00 -0.03
N -0.65 -1.18 0.09
C 0.24 -0.16 0.08
H 1.62 1.29 0.45
H -2.54 1.24 -0.12

---

Here is how they stack up, most stable first: run i, run iii, run ii.

---

Run i
35
Properties=species:S:1:pos:R:3 method="wB97M-V/def2-TZVPD" orbital_gap_ev=8.4 e_homo_ev=-12.23 total_charge=+1
O 15.87 -2.11 -9.25
O 14.14 -3.42 -5.84
O 12.51 -4.10 -9.79
O 12.89 -1.63 -5.79
O 12.80 -1.35 -9.73
O 14.65 -4.40 -9.11
O 14.90 -0.24 -9.04
O 11.98 -3.10 -7.42
O 12.76 -0.04 -7.94
O 14.99 -1.43 -7.15
N 13.82 -2.59 -8.35
H 13.61 -2.26 -5.77
H 15.55 -0.93 -9.09
H 12.91 -2.87 -8.01
H 12.01 -4.91 -9.68
H 15.09 -5.12 -8.67
H 12.17 0.33 -8.59
H 12.10 -0.72 -9.54
H 14.43 -3.41 -4.93
H 14.60 -0.90 -6.45
H 15.04 -4.37 -9.98
H 16.68 -2.62 -9.31
H 14.37 -2.05 -7.70
H 11.51 -3.91 -7.62
H 14.73 0.00 -9.95
H 14.91 -3.70 -6.33
H 11.30 -2.42 -7.44
H 13.59 -0.15 -8.41
H 12.11 -2.15 -5.94
H 13.39 -4.40 -10.02
H 12.66 -1.58 -10.65
H 15.77 -1.82 -6.74
H 13.60 -2.06 -9.18
H 14.36 -3.38 -8.67
H 15.35 -2.39 -10.00

---

Run ii
35
Properties=species:S:1:pos:R:3 method="wB97M-V/def2-TZVPD" orbital_gap_ev=11.0 e_homo_ev=-13.77 total_charge=+1
O -1.80 1.88 1.08
O 2.58 -1.31 -0.65
O 0.64 -0.14 2.39
O 0.57 -2.90 0.60
O -3.44 1.44 -1.66
O -1.53 -1.86 2.02
O 3.09 0.98 0.50
O -3.17 -0.80 0.15
O 0.35 2.58 -1.70
O 2.35 0.58 -2.61
N -0.27 -0.24 -0.69
H -2.63 -1.10 0.89
H 1.38 -0.66 2.61
H 0.03 -0.13 3.12
H -4.23 1.87 -1.38
H 3.33 -1.78 -0.32
H 3.11 0.97 -2.96
H -2.54 2.38 0.87
H -0.96 0.38 -1.13
H -0.70 -1.14 -0.40
H 2.81 0.12 0.22
H 0.68 -3.67 1.18
H 1.82 1.29 -2.29
H 0.45 -0.36 -1.36
H -1.72 -2.70 2.43
H 1.40 -2.87 0.14
H 0.65 2.79 -0.84
H 0.23 3.46 -2.12
H -3.96 -0.54 0.64
H 0.07 0.18 0.13
H -1.26 2.27 1.81
H 2.92 -0.96 -1.48
H -3.58 0.56 -1.24
H -0.61 -1.71 1.93
H 3.94 1.14 0.12

---

Here is how they stack up, most stable first: run ii, run i.